(1)
23
Properties=species:S:1:pos:R:3:nbo_charge:R:1 method="wB97M-V/def2-TZVPD" orbital_gap_ev=8.57 relative_energy_kj_mol=101.4 charge=-1 lumo_ev=3.591
O 3.16 1.24 0.59 -0.936
O -0.43 -0.60 1.83 -0.831
O 0.63 1.37 1.49 -0.790
O -2.35 -1.86 0.49 -1.011
O 1.59 -2.60 0.99 -1.014
N -0.28 0.33 -0.23 -0.708
N -1.29 -0.11 -2.79 -0.857
C -1.21 1.27 -2.32 -0.218
C -0.07 0.40 1.14 0.872
C -0.21 1.45 -1.11 -0.231
H -0.50 -0.36 -3.35 0.355
H -0.76 1.93 -3.16 0.182
H 0.86 1.40 -1.52 0.139
H 1.37 -2.01 1.77 0.532
H -1.67 -1.21 0.88 0.500
H 1.12 -2.73 0.24 0.477
H -0.76 -0.49 -0.64 0.372
H 2.94 0.55 1.08 0.466
H -2.14 -2.61 0.95 0.450
H 2.46 1.59 0.22 0.469
H -2.20 1.68 -2.00 0.185
H -1.50 -0.84 -2.13 0.370
H -0.11 2.45 -0.62 0.226



(2)
19
Properties=species:S:1:pos:R:3:nbo_charge:R:1 method="wB97M-V/def2-TZVPD" orbital_gap_ev=10.11 relative_energy_kj_mol=132.1 charge=0 lumo_ev=0.956 smiles=CCN.NCN
N -0.59 1.81 2.65 -0.843
N 0.83 -0.21 3.03 -0.824
N 0.48 0.56 -1.91 -0.820
C -0.85 -1.21 -2.99 -0.636
C 0.56 -0.80 -2.43 -0.219
C 0.27 0.70 2.20 -0.053
H 0.90 -1.61 -1.61 0.175
H -1.38 1.37 3.06 0.338
H 0.45 0.45 -0.95 0.356
H -1.05 -2.32 -2.88 0.211
H -1.63 -0.66 -2.54 0.199
H 1.41 -0.97 -3.16 0.181
H 0.07 -0.72 3.47 0.340
H -0.19 2.42 3.39 0.347
H 1.37 0.08 3.80 0.359
H -0.35 0.91 -2.24 0.345
H 1.13 1.11 1.64 0.172
H -0.93 -1.07 -4.05 0.208
H -0.50 0.17 1.52 0.165



(3)
19
Properties=species:S:1:pos:R:3:nbo_charge:R:1 method="wB97M-V/def2-TZVPD" orbital_gap_ev=9.72 relative_energy_kj_mol=50.3 charge=0 lumo_ev=0.962 smiles=CCN.NCN
N -1.84 -1.71 -2.20 -0.845
N -0.09 1.36 0.72 -0.857
N -1.23 -1.29 0.11 -0.864
C -1.40 -0.73 -1.26 -0.050
C 2.14 0.35 0.93 -0.615
C 1.28 1.57 1.26 -0.222
H 1.75 -0.56 1.41 0.209
H 3.15 0.41 1.35 0.211
H -1.14 -0.55 0.79 0.386
H -2.10 0.14 -1.22 0.175
H -0.65 2.04 1.21 0.365
H 2.19 0.19 -0.15 0.197
H -0.43 -0.36 -1.57 0.143
H -2.80 -1.99 -2.03 0.356
H 1.71 2.48 0.81 0.172
H -0.06 1.47 -0.28 0.359
H -1.36 -2.60 -2.22 0.357
H 1.22 1.53 2.34 0.191
H -0.32 -1.74 0.00 0.335